Record 1
{
  "formula": "C16H19N5O4",
  "method": "ωB97M-V/def2-TZVPD",
  "species": ["C", "N", "C", "O", "N", "C", "O", "C", "C", "N", "C", "N", "C", "C", "O", "N", "C", "C", "O", "C", "C", "C", "C", "C", "C", "H", "H", "H", "H", "H", "H", "H", "H", "H", "H", "H", "H", "H", "H", "H", "H", "H", "H", "H"],
  "xyz": [[3.186651, 0.840549, 3.687664], [2.080261, 1.260631, 2.855929], [1.567401, 2.537480, 2.968944], [2.004776, 3.352731, 3.747241], [0.513181, 2.835434, 2.125855], [-0.128661, 2.041585, 1.173341], [-1.044109, 2.475764, 0.499061], [0.461985, 0.747366, 1.145580], [1.531696, 0.404382, 1.954744], [1.923287, -0.867756, 1.719245], [1.107826, -1.313048, 0.767265], [1.213475, -2.531347, 0.193657], [2.137821, -3.525111, 0.707648], [1.868895, -3.945425, 2.165896], [2.593789, -3.189231, 3.090611], [0.186797, -0.389637, 0.391885], [-0.814882, -0.461790, -0.634354], [-0.252540, 0.011783, -1.989478], [-1.135512, -0.251605, -3.045354], [-2.206431, 0.582776, -3.262661], [-2.521262, 1.708335, -2.512496], [-3.629190, 2.466911, -2.857615], [-4.425703, 2.118985, -3.932045], [-4.110014, 0.993597, -4.676994], [-3.009202, 0.230459, -4.347003], [2.875573, 0.023712, 4.339304], [4.008831, 0.498902, 3.059817], [3.495021, 1.697268, 4.283345], [0.158698, 3.780703, 2.221111], [0.394453, -2.875086, -0.282200], [3.146661, -3.106251, 0.657906], [2.078671, -4.387896, 0.044485], [0.786177, -3.878066, 2.364592], [2.179686, -4.982990, 2.314103], [2.497503, -2.249890, 2.841440], [-1.179285, -1.488489, -0.735318], [-1.648763, 0.178382, -0.337489], [0.654072, -0.557478, -2.222380], [0.004797, 1.075687, -1.930419], [-1.933773, 2.017335, -1.662559], [-3.864630, 3.339666, -2.267343], [-5.286452, 2.717535, -4.188811], [-4.723110, 0.709791, -5.519486], [-2.744467, -0.646655, -4.916666]],
  "forces_ev_per_angstrom": [[0.3, 0.0, 0.2], [0.0, 0.0, 0.0], [0.0, 0.0, 0.0], [0.1, 0.3, 0.2], [-0.2, 0.4, 0.0], [0.3, -0.3, 0.1], [-0.3, 0.1, -0.2], [0.6, 0.1, 0.6], [-1.0, 0.1, -0.9], [0.3, 0.0, 0.3], [-0.3, 0.4, -0.2], [-0.4, 0.0, -0.3], [0.1, -0.1, 0.4], [-0.1, -0.1, -0.2], [0.3, 0.3, 0.3], [0.4, -0.1, 0.3], [-0.3, 0.0, -0.7], [0.2, 0.0, 0.4], [-0.3, 0.0, -0.1], [-0.2, 0.0, -0.2], [0.3, -0.1, 0.1], [-0.1, 0.0, -0.1], [-0.1, 0.1, 0.0], [0.0, 0.0, 0.0], [0.2, -0.1, 0.1], [0.0, 0.0, 0.0], [0.0, 0.0, 0.0], [0.0, -0.1, -0.1], [0.1, -0.2, 0.0], [0.1, 0.1, 0.0], [0.0, -0.2, 0.0], [0.0, 0.1, 0.0], [0.1, -0.1, -0.1], [-0.1, 0.0, -0.1], [0.0, -0.2, 0.0], [0.0, 0.1, 0.0], [0.1, -0.2, 0.0], [-0.1, 0.1, 0.1], [0.0, -0.1, 0.0], [0.1, 0.0, 0.1], [0.0, 0.1, 0.1], [-0.1, 0.1, 0.0], [0.0, 0.0, -0.1], [0.0, -0.1, -0.1]],
  "nbo_charge": [-0.42, -0.41, 0.79, -0.62, -0.63, 0.65, -0.64, -0.12, 0.40, -0.59, 0.59, -0.60, -0.25, -0.07, -0.74, -0.34, -0.25, -0.07, -0.51, 0.37, -0.35, -0.17, -0.25, -0.19, -0.29, 0.21, 0.21, 0.25, 0.43, 0.40, 0.22, 0.21, 0.15, 0.18, 0.49, 0.20, 0.25, 0.19, 0.19, 0.25, 0.22, 0.21, 0.21, 0.22],
  "charge": 0
}

=====

Record 2
{
  "formula": "C16H19N5OS",
  "method": "ωB97M-V/def2-TZVPD",
  "species": ["C", "C", "C", "C", "C", "N", "C", "N", "C", "S", "C", "C", "N", "C", "C", "O", "C", "C", "N", "N", "C", "C", "C", "H", "H", "H", "H", "H", "H", "H", "H", "H", "H", "H", "H", "H", "H", "H", "H", "H", "H", "H"],
  "xyz": [[-6.452540, -1.994273, 0.837288], [-5.531416, -0.966223, 0.252992], [-5.993534, -0.134777, -0.771843], [-5.197730, 0.835263, -1.354100], [-3.902615, 0.967578, -0.887994], [-2.907682, 1.847372, -1.288400], [-1.802768, 1.617231, -0.550050], [-0.639760, 2.229251, -0.605510], [0.237826, 1.741168, 0.284204], [1.795235, 2.515448, 0.285233], [2.657287, 1.565206, 1.586504], [3.091585, 0.165609, 1.157227], [4.427165, 0.176407, 0.588151], [4.517581, 0.715216, -0.761568], [4.028902, -0.276953, -1.824090], [4.725094, -1.504378, -1.740632], [4.601273, -2.073335, -0.454010], [5.106340, -1.108142, 0.626578], [0.037948, 0.750453, 1.144662], [-1.116870, 0.142526, 1.197989], [-2.059975, 0.546337, 0.373877], [-3.416029, 0.137246, 0.146158], [-4.232545, -0.829527, 0.715613], [-6.798636, -2.678081, 0.063388], [-5.951296, -2.569417, 1.610755], [-7.328420, -1.514848, 1.272620], [-7.009324, -0.256881, -1.118630], [-5.575878, 1.466327, -2.143903], [-2.991428, 2.546979, -2.007085], [3.526869, 2.163536, 1.851997], [1.964058, 1.507508, 2.422130], [3.128524, -0.454686, 2.056395], [2.322456, -0.260918, 0.497579], [3.948256, 1.641748, -0.824959], [5.572851, 0.938275, -0.947280], [4.215815, 0.109258, -2.827132], [2.947900, -0.454326, -1.709237], [5.198452, -2.986699, -0.469341], [3.549306, -2.336727, -0.260172], [4.987005, -1.554221, 1.615418], [6.169887, -0.914565, 0.454254], [-3.849179, -1.456969, 1.504932]],
  "forces_ev_per_angstrom": [[0.0, 0.0, 0.0], [0.1, -0.1, 0.1], [0.1, 0.1, 0.0], [0.0, 0.0, 0.0], [-0.2, -0.6, 0.5], [0.0, 0.3, -0.3], [0.8, -0.4, 0.7], [-0.2, 0.0, -0.2], [-0.4, 0.0, -0.2], [0.3, 0.2, 0.2], [-0.4, 0.0, -0.3], [0.0, 0.1, 0.0], [0.1, 0.0, 0.1], [0.0, -0.1, -0.3], [-0.1, 0.3, 0.1], [0.1, 0.0, 0.0], [0.1, 0.0, 0.3], [-0.1, -0.2, -0.3], [0.8, 0.1, 0.3], [-1.1, -0.4, -0.1], [0.6, 0.7, -0.4], [-0.4, 0.0, -0.2], [-0.1, 0.2, -0.2], [0.0, -0.1, 0.0], [0.0, -0.1, 0.1], [-0.1, 0.0, 0.1], [-0.1, 0.0, 0.0], [-0.1, 0.1, -0.1], [0.1, 0.0, 0.1], [0.0, 0.0, 0.0], [0.1, 0.1, 0.0], [0.0, 0.0, 0.0], [0.1, 0.0, 0.1], [0.1, 0.0, -0.1], [0.0, 0.0, -0.1], [-0.1, 0.0, 0.0], [0.1, 0.0, 0.0], [-0.1, 0.0, 0.1], [0.1, 0.0, 0.0], [0.0, 0.0, 0.0], [0.0, -0.1, 0.0], [0.0, -0.1, 0.1]],
  "nbo_charge": [-0.63, -0.02, -0.19, -0.23, 0.15, -0.54, 0.38, -0.46, 0.21, 0.28, -0.53, -0.24, -0.45, -0.26, -0.09, -0.53, -0.09, -0.24, -0.32, -0.14, 0.05, -0.04, -0.19, 0.22, 0.22, 0.22, 0.21, 0.22, 0.43, 0.24, 0.25, 0.21, 0.19, 0.21, 0.20, 0.19, 0.16, 0.19, 0.16, 0.20, 0.20, 0.22],
  "charge": 0
}

=====

Record 3
{
  "formula": "C16H19N9O2S",
  "method": "ωB97M-V/def2-TZVPD",
  "species": ["C", "C", "C", "C", "N", "N", "N", "N", "C", "S", "C", "C", "O", "N", "C", "N", "N", "C", "C", "C", "C", "C", "C", "N", "C", "C", "N", "O", "H", "H", "H", "H", "H", "H", "H", "H", "H", "H", "H", "H", "H", "H", "H", "H", "H", "H", "H"],
  "xyz": [[-4.602923, 0.025314, 0.350053], [-3.992015, -0.556105, -0.927062], [-4.562065, 0.144859, -2.158175], [-4.227103, -2.064492, -1.017629], [-2.559040, -0.305886, -0.902515], [-1.946091, 0.495256, -1.772660], [-0.719107, 0.550621, -1.463808], [-0.453871, -0.197468, -0.405356], [-1.601407, -0.737160, -0.041971], [-1.823140, -1.812364, 1.299793], [-0.491935, -1.196146, 2.384509], [-0.840082, 0.242293, 2.714997], [-1.827289, 0.542175, 3.346200], [-0.021804, 1.200380, 2.195093], [1.086641, 1.075626, 1.401408], [1.944350, 0.067299, 1.343733], [2.828715, 0.436582, 0.428176], [3.898524, -0.376438, 0.065869], [4.064902, -1.611368, 0.682806], [5.130428, -2.412096, 0.317489], [6.024102, -1.987486, -0.652985], [5.851620, -0.754855, -1.263277], [4.790697, 0.056456, -0.909166], [2.619241, 1.613249, -0.102481], [1.522119, 2.069765, 0.487070], [0.835975, 3.338492, 0.226572], [1.322252, 4.039703, -0.813356], [-0.095794, 3.709458, 0.923970], [-5.679386, -0.118693, 0.337091], [-4.201034, -0.460930, 1.235284], [-4.395826, 1.091345, 0.417079], [-4.101970, -0.240438, -3.064279], [-4.371946, 1.213394, -2.109775], [-5.634265, -0.022461, -2.206531], [-5.293332, -2.261612, -1.083049], [-3.834662, -2.573140, -0.139964], [-3.743633, -2.471775, -1.903381], [0.465262, -1.300552, 1.880025], [-0.548907, -1.817555, 3.276699], [-0.380526, 2.160034, 2.208060], [3.360640, -1.922537, 1.437054], [5.264547, -3.372010, 0.792691], [6.854710, -2.617002, -0.933926], [6.547559, -0.424464, -2.019424], [4.637789, 1.017653, -1.372345], [2.040134, 3.638856, -1.390493], [0.858956, 4.886204, -1.098099]],
  "forces_ev_per_angstrom": [[0.1, 0.0, -0.1], [-0.8, 0.0, -0.1], [0.1, 0.0, 0.1], [0.1, 0.2, 0.0], [1.3, -0.3, 0.8], [-0.8, 0.4, -0.8], [0.5, 0.6, -0.5], [-0.2, -0.8, 0.6], [-0.1, 0.2, -0.4], [0.0, -0.4, 0.3], [-0.3, 0.0, -0.4], [0.1, -0.2, 0.1], [-0.1, 0.0, 0.1], [-0.1, 0.6, 0.3], [1.1, 0.3, -0.6], [-0.4, 0.2, 0.7], [-0.9, 0.7, 0.1], [1.0, -0.7, -0.3], [-0.1, 0.2, 0.0], [0.1, 0.0, -0.1], [0.1, -0.1, 0.0], [0.0, -0.1, 0.1], [-0.2, 0.1, 0.1], [-0.1, 0.5, -0.3], [0.0, -1.0, 0.7], [0.3, 0.2, -0.4], [0.0, 0.2, -0.2], [-0.1, 0.0, 0.1], [-0.1, 0.0, 0.0], [0.0, 0.0, 0.1], [0.0, 0.1, 0.0], [0.0, 0.0, -0.1], [0.0, 0.1, 0.0], [-0.1, -0.1, 0.1], [-0.1, 0.0, 0.0], [-0.1, -0.1, 0.0], [0.0, 0.0, -0.1], [-0.1, -0.1, 0.2], [0.0, 0.1, 0.0], [0.0, -0.3, 0.1], [0.0, 0.0, 0.0], [0.0, -0.1, 0.0], [0.1, -0.1, 0.0], [0.0, 0.0, -0.1], [0.0, 0.1, 0.0], [0.0, 0.0, 0.0], [0.0, -0.1, 0.0]],
  "nbo_charge": [-0.62, 0.13, -0.61, -0.61, -0.21, -0.06, -0.07, -0.35, 0.16, 0.30, -0.63, 0.68, -0.58, -0.63, 0.36, -0.29, 0.00, 0.20, -0.24, -0.20, -0.22, -0.20, -0.24, -0.20, -0.05, 0.66, -0.80, -0.63, 0.22, 0.23, 0.22, 0.22, 0.23, 0.21, 0.22, 0.22, 0.22, 0.28, 0.26, 0.46, 0.24, 0.22, 0.22, 0.22, 0.24, 0.41, 0.41],
  "charge": 0
}

=====

| no. | E_tot (Ha) |
| --- | --- |
| 1 | -1195.91728 |
| 2 | -1368.28461 |
| 3 | -1662.59217 |